Entry 1:
ORCA calculation (the ωB97M-V functional and the def2-TZVPD basis) on a cluster of 3 separate species, C30H66N5O10 in total in a non-equilibrium geometry.

Each line ends with the Löwdin charge.
CARTESIAN COORDINATES (ANGSTROEM)
C: 0.586 0.130 0.199  -0.08
C: 1.240 -1.042 -0.569  -0.23
O: 1.567 -2.145 0.265  -0.14
C: 0.440 -2.615 0.990  -0.21
C: 0.631 -4.107 1.236  -0.18
O: 1.822 -4.435 1.919  -0.10
C: 2.030 -3.677 3.080  -0.20
C: 0.872 -3.723 4.087  -0.17
O: 1.253 -3.194 5.344  -0.09
C: 0.774 -1.897 5.540  -0.22
N: 1.578 -0.950 4.754  -0.08
C: 2.941 -1.039 5.311  -0.11
C: 3.826 0.213 5.034  -0.05
N: 3.304 0.840 3.813  -0.02
N: 4.087 1.905 3.250  0.04
C: 4.535 1.609 1.871  -0.43
C: 3.809 2.381 0.780  0.03
O: 5.359 0.840 1.612  0.22
C: 5.136 2.432 4.138  -0.47
C: 4.744 3.524 5.106  0.03
O: 6.218 2.056 4.080  0.22
C: 1.900 1.357 4.002  -0.02
C: 1.016 0.399 4.832  -0.27
C: -0.405 0.488 4.222  -0.14
C: -1.472 0.927 5.256  -0.14
C: -1.099 2.265 5.940  -0.26
O: -2.100 3.254 5.788  -0.05
H: 1.090 0.325 1.149  0.05
H: 0.601 1.001 -0.456  0.08
H: -0.466 -0.083 0.368  0.06
H: 0.498 -1.403 -1.291  0.12
H: 2.126 -0.652 -1.062  0.12
H: -0.493 -2.440 0.440  0.13
H: 0.360 -2.028 1.914  0.10
H: 0.658 -4.592 0.262  0.14
H: -0.262 -4.508 1.735  0.13
H: 2.317 -2.642 2.847  0.10
H: 2.899 -4.111 3.580  0.14
H: -0.040 -3.263 3.700  0.11
H: 0.624 -4.781 4.208  0.14
H: -0.280 -1.857 5.249  0.12
H: 0.823 -1.680 6.617  0.15
H: 2.960 -1.268 6.382  0.14
H: 3.448 -1.875 4.828  0.12
H: 4.830 -0.175 4.920  0.15
H: 3.734 0.850 5.909  0.14
H: 3.253 0.103 3.098  0.20
H: 4.465 3.102 0.300  0.10
H: 3.329 1.703 0.079  0.08
H: 3.002 2.960 1.236  0.08
H: 3.726 3.877 4.949  0.08
H: 5.396 4.375 4.910  0.10
H: 4.917 3.227 6.139  0.10
H: 1.976 2.315 4.509  0.13
H: 1.526 1.496 2.994  0.11
H: 1.006 0.720 5.887  0.15
H: -0.675 -0.463 3.764  0.11
H: -0.453 1.226 3.417  0.11
H: -1.578 0.113 5.973  0.11
H: -2.389 1.120 4.704  0.12
H: -0.151 2.667 5.554  0.10
H: -0.914 2.050 6.994  0.12
H: -1.807 3.830 5.074  0.09
C: -5.174 4.937 -1.433  -0.12
O: -5.659 3.646 -1.109  -0.20
C: -6.253 2.964 -2.212  -0.21
C: -5.411 1.770 -2.618  -0.21
N: -4.160 2.193 -3.238  -0.04
C: -3.199 1.107 -3.442  -0.19
C: -2.638 0.428 -2.198  -0.20
O: -1.811 1.266 -1.396  -0.20
C: -2.503 2.051 -0.442  -0.10
H: -4.866 5.419 -0.506  0.09
H: -4.306 4.882 -2.099  0.08
H: -5.954 5.546 -1.899  0.09
H: -6.423 3.635 -3.058  0.12
H: -7.228 2.603 -1.874  0.12
H: -5.975 1.160 -3.330  0.13
H: -5.234 1.170 -1.716  0.10
H: -3.727 2.896 -2.653  0.07
H: -2.360 1.531 -3.996  0.11
H: -3.649 0.352 -4.090  0.12
H: -1.989 -0.379 -2.541  0.09
H: -3.416 -0.045 -1.587  0.12
H: -3.406 1.557 -0.075  0.09
H: -2.756 3.033 -0.849  0.07
H: -1.830 2.216 0.405  0.07
C: -0.549 -4.913 -7.364  -0.11
O: 0.585 -4.161 -6.967  -0.20
C: 1.167 -3.400 -8.022  -0.21
C: 0.980 -1.915 -7.777  -0.21
N: -0.417 -1.526 -7.937  -0.05
C: -0.711 -0.166 -7.492  -0.19
C: -0.545 0.144 -6.005  -0.22
O: -1.470 -0.529 -5.165  -0.21
C: -1.073 -1.831 -4.765  -0.09
H: -0.833 -5.552 -6.530  0.09
H: -1.397 -4.261 -7.604  0.08
H: -0.320 -5.546 -8.226  0.09
H: 0.770 -3.693 -8.998  0.12
H: 2.238 -3.621 -8.020  0.12
H: 1.592 -1.355 -8.490  0.12
H: 1.347 -1.700 -6.765  0.10
H: -0.998 -2.166 -7.410  0.07
H: -1.753 0.033 -7.756  0.12
H: -0.101 0.533 -8.071  0.12
H: -0.753 1.211 -5.875  0.12
H: 0.482 -0.009 -5.654  0.11
H: 0.013 -1.923 -4.676  0.09
H: -1.455 -2.587 -5.455  0.08
H: -1.518 -2.033 -3.788  0.07

Its HOMO energy is -10.1 eV. For the gap between HOMO and LUMO, the calculation gives 6.96 eV. Its calculated total energy is -2208.3587 Eh. As for the LUMO energy: -3.14 eV. As for the total charge: +1. For the max |F|, the calculation gives 4.65 eV/Å.



Entry 2:
ORCA calculation (the ωB97M-V functional and the def2-TZVPD basis) on a cluster of 7 separate species, C54H121N7O10 in total in a non-equilibrium geometry.

Each line ends with the Löwdin charge.
CARTESIAN COORDINATES (ANGSTROEM)
C: 22.895 -6.757 -12.250  -0.01
C: 23.331 -8.124 -11.682  -0.52
C: 24.805 -7.944 -11.276  -0.04
C: 22.596 -8.532 -10.428  -0.15
C: 21.249 -9.219 -10.667  -0.17
C: 21.386 -10.378 -11.644  -0.14
C: 22.062 -9.960 -12.945  -0.51
C: 22.361 -11.229 -13.745  -0.03
C: 21.089 -9.088 -13.793  -0.03
N: 23.287 -9.229 -12.622  -0.11
O: 24.112 -9.037 -13.752  -0.01
H: 22.539 -6.104 -11.451  0.08
H: 23.664 -6.266 -12.845  0.08
H: 22.056 -6.851 -12.944  0.06
H: 25.462 -7.799 -12.131  0.08
H: 24.971 -7.232 -10.471  0.08
H: 25.125 -8.925 -10.891  0.09
H: 23.215 -9.151 -9.772  0.12
H: 22.370 -7.686 -9.766  0.10
H: 20.877 -9.601 -9.713  0.11
H: 20.499 -8.504 -11.014  0.11
H: 20.371 -10.750 -11.801  0.13
H: 21.991 -11.174 -11.204  0.12
H: 21.426 -11.586 -14.167  0.08
H: 22.837 -11.965 -13.090  0.08
H: 23.072 -11.098 -14.562  0.08
H: 20.480 -8.453 -13.141  0.07
H: 20.374 -9.746 -14.288  0.08
H: 21.575 -8.394 -14.475  0.08
H: 24.812 -9.685 -13.624  0.11
C: 28.132 -3.433 -3.877  -0.01
C: 28.462 -2.090 -3.221  -0.51
C: 29.781 -2.171 -2.466  -0.05
C: 28.728 -1.021 -4.304  -0.16
C: 27.514 -0.569 -5.071  -0.18
C: 26.459 -0.054 -4.067  -0.14
C: 26.176 -0.962 -2.854  -0.51
C: 25.569 -0.076 -1.780  -0.03
C: 25.193 -2.049 -3.303  -0.04
N: 27.448 -1.502 -2.360  -0.09
O: 27.164 -2.369 -1.271  -0.02
H: 28.838 -4.214 -3.588  0.07
H: 27.147 -3.809 -3.597  0.06
H: 28.126 -3.419 -4.970  0.08
H: 29.853 -2.984 -1.737  0.08
H: 30.646 -2.206 -3.130  0.09
H: 29.984 -1.284 -1.852  0.09
H: 29.140 -0.138 -3.803  0.13
H: 29.529 -1.396 -4.947  0.12
H: 27.739 0.270 -5.731  0.11
H: 27.011 -1.326 -5.681  0.10
H: 25.523 0.123 -4.602  0.12
H: 26.791 0.939 -3.741  0.12
H: 25.148 -0.685 -0.980  0.06
H: 24.879 0.696 -2.118  0.09
H: 26.367 0.490 -1.284  0.09
H: 25.299 -2.899 -2.621  0.07
H: 25.501 -2.450 -4.271  0.07
H: 24.143 -1.766 -3.329  0.08
H: 27.592 -1.987 -0.498  0.11
C: 22.978 -1.703 3.102  -0.02
C: 21.802 -2.141 2.189  -0.49
C: 20.492 -1.773 2.858  -0.05
C: 21.896 -1.418 0.821  -0.12
C: 22.786 -2.082 -0.206  -0.17
C: 22.400 -3.550 -0.305  -0.14
C: 22.670 -4.291 1.007  -0.51
C: 22.166 -5.722 0.852  -0.03
C: 24.164 -4.289 1.392  -0.01
N: 21.842 -3.598 1.995  -0.12
O: 21.805 -4.252 3.245  -0.01
H: 23.679 -0.969 2.680  0.08
H: 22.587 -1.154 3.964  0.08
H: 23.631 -2.502 3.443  0.07
H: 19.636 -2.261 2.389  0.08
H: 20.492 -2.171 3.880  0.08
H: 20.388 -0.696 2.995  0.08
H: 20.885 -1.088 0.573  0.11
H: 22.419 -0.464 0.986  0.12
H: 22.602 -1.646 -1.193  0.11
H: 23.855 -2.064 -0.019  0.08
H: 22.986 -4.081 -1.069  0.11
H: 21.348 -3.630 -0.585  0.10
H: 22.430 -6.159 -0.109  0.08
H: 21.069 -5.615 0.800  0.08
H: 22.300 -6.355 1.726  0.08
H: 24.210 -4.371 2.480  0.08
H: 24.744 -3.450 1.027  0.07
H: 24.607 -5.237 1.074  0.08
H: 21.058 -4.855 3.193  0.10
C: 23.021 -8.203 -4.010  -0.03
C: 23.334 -6.809 -4.554  -0.49
C: 24.437 -6.181 -3.667  -0.01
C: 23.769 -7.017 -6.022  -0.12
C: 23.376 -5.960 -7.040  -0.16
C: 22.031 -5.289 -6.802  -0.12
C: 21.784 -4.900 -5.342  -0.52
C: 22.617 -3.649 -5.006  -0.03
C: 20.299 -4.599 -5.164  -0.02
N: 22.113 -6.029 -4.502  -0.11
O: 21.630 -5.930 -3.186  -0.01
H: 22.115 -8.539 -4.529  0.09
H: 23.787 -8.957 -4.169  0.07
H: 22.661 -8.113 -2.984  0.08
H: 24.460 -5.090 -3.674  0.05
H: 24.386 -6.509 -2.630  0.08
H: 25.391 -6.501 -4.094  0.07
H: 24.865 -7.095 -6.059  0.11
H: 23.547 -8.054 -6.296  0.11
H: 24.166 -5.204 -6.955  0.11
H: 23.368 -6.257 -8.090  0.10
H: 21.170 -5.901 -7.080  0.11
H: 22.072 -4.356 -7.369  0.12
H: 22.341 -2.738 -5.536  0.09
H: 23.658 -3.928 -5.149  0.06
H: 22.467 -3.398 -3.948  0.07
H: 19.759 -5.533 -5.313  0.06
H: 20.033 -3.832 -5.896  0.10
H: 20.008 -4.208 -4.191  0.05
H: 22.093 -5.185 -2.765  0.07
C: 14.940 -14.853 -9.426  -0.11
O: 14.781 -13.884 -8.415  -0.19
C: 15.688 -12.808 -8.512  -0.25
C: 15.385 -11.847 -7.383  -0.22
N: 16.502 -10.944 -7.132  -0.07
C: 16.286 -10.131 -5.932  -0.22
C: 17.421 -9.156 -5.718  -0.26
O: 17.573 -8.358 -6.848  -0.18
C: 18.452 -7.286 -6.618  -0.12
H: 14.015 -14.908 -10.008  0.08
H: 15.074 -15.841 -8.976  0.08
H: 15.788 -14.651 -10.081  0.08
H: 15.661 -12.310 -9.493  0.12
H: 16.727 -13.143 -8.388  0.12
H: 15.248 -12.476 -6.499  0.12
H: 14.465 -11.253 -7.501  0.12
H: 16.630 -10.275 -7.883  0.11
H: 16.252 -10.775 -5.050  0.12
H: 15.337 -9.584 -6.049  0.12
H: 18.331 -9.675 -5.388  0.13
H: 17.113 -8.573 -4.831  0.12
H: 18.648 -6.746 -7.543  0.09
H: 19.417 -7.652 -6.244  0.08
H: 18.021 -6.596 -5.885  0.08
C: 17.548 2.759 2.270  -0.13
O: 16.744 1.831 1.599  -0.19
C: 17.519 0.777 1.034  -0.23
C: 16.572 -0.343 0.612  -0.21
N: 17.304 -1.457 0.098  -0.06
C: 17.945 -1.263 -1.200  -0.21
C: 18.718 -2.491 -1.548  -0.23
O: 17.797 -3.568 -1.636  -0.19
C: 18.439 -4.810 -1.828  -0.09
H: 18.114 3.367 1.549  0.09
H: 18.250 2.324 2.991  0.08
H: 16.906 3.430 2.841  0.09
H: 18.210 0.406 1.803  0.11
H: 18.085 1.202 0.197  0.12
H: 15.953 0.111 -0.189  0.12
H: 15.923 -0.520 1.466  0.13
H: 16.838 -2.351 0.060  0.11
H: 18.635 -0.418 -1.135  0.11
H: 17.172 -0.989 -1.936  0.13
H: 19.376 -2.709 -0.695  0.11
H: 19.297 -2.370 -2.471  0.13
H: 19.133 -4.996 -0.997  0.08
H: 18.955 -4.852 -2.790  0.06
H: 17.685 -5.594 -1.785  0.09
C: 33.280 -6.622 -3.127  -0.11
O: 32.766 -7.034 -4.385  -0.20
C: 31.383 -7.364 -4.329  -0.24
C: 31.231 -8.863 -4.128  -0.19
N: 29.852 -9.270 -3.870  -0.06
C: 28.780 -8.443 -4.365  -0.24
C: 27.453 -9.118 -4.128  -0.24
O: 27.430 -10.305 -4.895  -0.18
C: 26.252 -11.057 -4.680  -0.11
H: 34.300 -6.268 -3.266  0.09
H: 33.177 -7.444 -2.419  0.09
H: 32.765 -5.710 -2.791  0.08
H: 30.950 -7.015 -5.264  0.12
H: 30.933 -6.809 -3.495  0.11
H: 31.913 -9.210 -3.354  0.11
H: 31.517 -9.320 -5.090  0.12
H: 29.661 -10.236 -4.082  0.11
H: 28.880 -8.348 -5.464  0.13
H: 28.762 -7.427 -3.969  0.11
H: 26.670 -8.439 -4.502  0.11
H: 27.268 -9.254 -3.055  0.13
H: 25.895 -10.837 -3.671  0.08
H: 26.502 -12.110 -4.820  0.09
H: 25.392 -10.926 -5.354  0.08

As for the SMILES: CC1(C)CCCC(C)(C)N1O.CC1(C)CCCC(C)(C)N1O.CC1(C)CCCC(C)(C)N1O.CC1(C)CCCC(C)(C)N1O.COCCNCCOC.COCCNCCOC.COCCNCCOC. As for the energy relative to the best compared isomer or geometry (same formula, charge and spin): 23.7 kcal per mole. Its HOMO energy is -8.2 eV. For the gap between HOMO and LUMO, the calculation gives 8.56 eV. Its calculated total energy is -3265.3914 Eh. As for the LUMO energy: 0.39 eV. For the max |F|, the calculation gives 2.12 eV/Å.



Entry 3:
ORCA calculation (the ωB97M-V functional and the def2-TZVPD basis) on an isolated molecule of C4H9N3Si in a non-equilibrium geometry.

Each line ends with the Löwdin charge.
CARTESIAN COORDINATES (ANGSTROEM)
C: 1.918 1.393 0.582  -0.22
Si: 1.033 -0.276 0.355  0.60
C: 1.280 -0.921 -1.425  -0.19
N: -0.699 0.005 0.377  -0.27
N: -1.446 0.239 -0.730  0.03
C: -2.724 0.058 -0.409  -0.11
C: -2.721 -0.547 0.906  -0.15
N: -1.506 -0.473 1.372  0.03
H: 1.375 2.068 1.149  -0.03
H: 2.885 1.243 1.219  0.05
H: 2.394 1.863 -0.330  0.04
H: 1.489 -1.260 1.462  0.00
H: 0.257 -1.139 -1.605  -0.02
H: 1.538 -0.031 -1.957  0.01
H: 2.038 -1.746 -1.462  0.05
H: -3.534 0.293 -1.020  0.08
H: -3.576 -0.768 1.516  0.09

As for the SMILES: C[SiH](C)n1nccn1. Its HOMO energy is -9.9 eV. For the gap between HOMO and LUMO, the calculation gives 10.89 eV. Its calculated total energy is -611.5497 Eh. As for the LUMO energy: 1.04 eV. For the max |F|, the calculation gives 4.09 eV/Å.



> The lowest calculated total energy belongs to which entry?

C54H121N7O10